An isolated molecule of C14H27NO2S in a non-equilibrium geometry. Source: OMol25; level of theory: ωB97M-V/def2-TZVPD.

The geometry in XYZ format:
```
45
C14H27NO2S | OMol25 | ωB97M-V/def2-TZVPD
C -6.00 -1.45 0.75
S -4.72 -0.45 1.57
O -5.01 1.02 1.66
O -4.35 -1.18 2.76
N -3.42 -0.73 0.59
C -2.73 0.28 -0.14
C -1.76 -0.44 -1.16
C -0.57 -1.21 -0.57
C 0.22 -0.37 0.42
C 1.52 -0.94 0.74
C 2.78 -0.37 0.10
C 3.03 1.03 0.61
C 4.13 1.76 -0.12
C 4.03 1.72 -1.62
C 3.82 0.27 -2.18
C 2.82 -0.56 -1.39
C -0.71 0.34 1.50
C -1.84 1.09 0.85
H -5.91 -1.14 -0.25
H -5.83 -2.59 0.72
H -7.03 -1.34 1.15
H -2.76 -1.19 1.20
H -3.41 0.91 -0.71
H -1.39 0.37 -1.80
H -2.17 -1.17 -1.80
H -0.90 -2.25 -0.21
H -0.01 -1.58 -1.43
H 0.46 0.47 -0.27
H 1.60 -2.02 0.52
H 1.67 -0.66 1.81
H 3.62 -1.06 0.40
H 3.31 0.82 1.62
H 2.17 1.59 0.70
H 4.21 2.89 0.15
H 5.13 1.22 0.15
H 4.88 2.24 -2.11
H 3.12 2.38 -1.95
H 3.37 0.51 -3.13
H 4.79 -0.29 -2.24
H 1.87 -0.36 -1.80
H 3.13 -1.59 -1.39
H -0.09 1.05 2.08
H -1.21 -0.31 2.22
H -1.46 1.86 0.24
H -2.42 1.42 1.76
```

Calculated values
strongest force on any atom = 3.69 eV/Å
frontier orbital gap = 0.38100 Ha
SMILES = CS(=O)(=O)N[C@H]1CC[C@@H](CC2CCCCC2)CC1
ΔE to the lowest compared entry with this formula, charge and spin = 196.3 kJ/mol

The computed Mulliken charges, all in e, follow: -0.927, 1.150, -0.632, -0.674, -0.334, -0.147, -1.339, -0.875, 0.973, -1.611, 0.651, -1.130, -0.617, -0.637, -0.783, -0.625, -1.007, -0.978, 0.329, 0.292, 0.357, 0.376, 0.502, 0.428, 0.497, 0.355, 0.420, 0.142, 0.412, 0.295, 0.319, 0.410, 0.376, 0.288, 0.288, 0.357, 0.283, 0.318, 0.312, 0.018, 0.448, 0.387, 0.446, 0.529, 0.361